*A*
{"formula": "C7H12N2OS", "method": "ωB97M-V/def2-TZVPD", "gap_ev": 9.46, "smiles": "CCS/C=N\\[C@H]1CC(=O)CN1", "elements": ["C", "C", "C", "C", "C", "C", "C", "N", "N", "O", "S", "H", "H", "H", "H", "H", "H", "H", "H", "H", "H", "H", "H"], "positions_angstrom": [[-0.18370, -0.27747, -0.64695], [4.12624, -0.33347, -0.08856], [1.86764, -0.43026, 0.51418], [3.55484, 1.04262, 0.13011], [-3.61081, 0.48262, -0.03841], [3.02372, -1.32472, 0.17424], [-2.80249, -0.76858, -0.20064], [1.07839, -0.16150, -0.65282], [2.42535, 0.83263, 0.94255], [5.24447, -0.53164, -0.39308], [-1.25072, -0.85848, 0.64689], [-0.81801, 0.10217, -1.47618], [1.14176, -0.93790, 1.28224], [3.46347, 1.41571, -1.03082], [1.78796, 1.54971, 1.13921], [4.41342, 1.59696, 0.42979], [-4.73644, 0.49162, -0.35755], [-3.76351, 0.63344, 1.03088], [-3.26569, 1.35853, -0.61730], [2.68886, -1.81444, -0.72157], [3.44121, -1.89668, 0.96809], [-2.66666, -1.14344, -1.25495], [-3.33302, -1.61881, 0.32433]]}

*B*
{"formula": "C7H12N2OS", "method": "ωB97M-V/def2-TZVPD", "gap_ev": 9.19, "smiles": "CCCN1CCC(=O)NC1=S", "elements": ["C", "C", "C", "C", "C", "C", "C", "H", "H", "H", "H", "H", "H", "H", "H", "H", "H", "H", "H", "N", "N", "O", "S"], "positions_angstrom": [[3.88354, -0.66835, 0.13688], [2.44197, -0.59595, 0.63057], [1.60768, -0.63314, -0.61158], [-0.58359, -1.58600, 0.18938], [-1.86665, -1.48080, -0.40616], [-2.55580, -0.19006, 0.12999], [-0.26134, 0.76577, -0.02752], [4.37204, -1.66981, -0.23766], [4.68932, -0.37176, 1.02320], [3.96772, 0.21194, -0.67203], [2.32738, 0.33037, 1.24111], [2.20172, -1.35736, 1.41722], [1.68885, -1.55213, -1.31250], [1.96085, 0.20538, -1.21433], [-0.55078, -1.85784, 1.31250], [-0.07226, -2.56189, -0.19424], [-2.44161, -2.24381, -0.02810], [-1.82572, -1.38205, -1.50006], [-1.97776, 1.88227, 0.04627], [0.18379, -0.47814, -0.33780], [-1.60408, 0.84697, 0.12714], [-3.73391, -0.10484, 0.34409], [0.59242, 2.18467, -0.08806]]}

Quick look at relative energies in hartree: *A* 0.0346; *B* 0.0000.

*A*
{"formula": "C28H49N7", "method": "ωB97M-V/def2-TZVPD", "gap_ev": 11.16, "smiles": "CCCC#N.CCCC#N.CCCC#N.CCCC#N.CCCC#N.CCCC#N.CCCC#N", "elements": ["C", "C", "C", "C", "N", "H", "H", "H", "H", "H", "H", "H", "C", "C", "C", "C", "N", "H", "H", "H", "H", "H", "H", "H", "C", "C", "C", "C", "N", "H", "H", "H", "H", "H", "H", "H", "C", "C", "C", "C", "N", "H", "H", "H", "H", "H", "H", "H", "C", "C", "C", "C", "N", "H", "H", "H", "H", "H", "H", "H", "C", "C", "C", "C", "N", "H", "H", "H", "H", "H", "H", "H", "C", "C", "C", "C", "N", "H", "H", "H", "H", "H", "H", "H"], "positions_angstrom": [[5.51682, -3.02947, 5.01079], [4.01173, -3.02354, 5.36602], [3.12952, -2.00638, 4.55884], [3.20637, -2.17898, 3.11237], [3.13633, -2.25695, 1.97424], [6.13671, -3.41057, 5.82235], [5.96628, -2.09666, 4.67029], [5.63204, -3.64339, 4.11752], [3.82822, -2.76121, 6.40793], [3.63733, -4.04154, 5.25821], [3.48834, -1.03167, 4.88944], [2.07027, -2.12035, 4.78928], [2.27515, -4.77096, -0.92266], [3.84054, -4.43240, -0.58581], [4.71147, -5.48432, -1.17488], [4.80937, -5.56957, -2.70144], [4.82050, -5.66260, -3.88014], [2.10278, -5.73727, -0.44868], [2.16516, -4.61865, -1.99635], [1.49380, -4.16689, -0.46148], [3.89636, -4.50539, 0.50030], [4.20411, -3.46721, -0.93840], [4.41821, -6.40945, -0.67869], [5.74204, -5.21725, -0.94101], [-5.61314, 2.23930, -2.36623], [-5.63701, 3.08806, -1.07122], [-4.24236, 3.18228, -0.29071], [-3.74456, 1.88310, 0.16738], [-3.33589, 0.87056, 0.55774], [-6.53925, 1.66691, -2.41907], [-4.69358, 1.65430, -2.38310], [-5.67192, 2.92758, -3.20938], [-6.35208, 2.62285, -0.39271], [-5.92272, 4.10069, -1.35595], [-4.33534, 3.80451, 0.59941], [-3.46753, 3.56307, -0.95610], [-0.39953, 1.23646, -0.46948], [0.90664, 0.40053, -0.67521], [0.73614, -1.05496, -0.31927], [-0.17815, -1.87610, -1.07482], [-0.89267, -2.58742, -1.72320], [-0.67808, 1.29995, 0.58242], [-1.18216, 0.73453, -1.03839], [-0.32473, 2.27604, -0.78853], [1.75286, 0.88824, -0.19134], [1.19230, 0.65358, -1.69621], [0.46530, -1.16093, 0.73121], [1.69417, -1.54425, -0.49503], [-3.28415, -5.75946, -1.56205], [-1.81961, -5.95905, -1.00504], [-1.75704, -7.24225, -0.05524], [-0.39398, -7.70071, 0.36725], [0.55493, -8.13551, 0.80742], [-3.40034, -6.53918, -2.31481], [-3.43067, -4.79048, -2.03925], [-4.01803, -5.88081, -0.76531], [-1.52787, -5.03915, -0.49830], [-1.12931, -6.13583, -1.82985], [-2.21727, -8.06949, -0.59556], [-2.17303, -6.96648, 0.91378], [-2.81925, 7.29066, 1.60844], [-1.61480, 7.26509, 2.53074], [-0.32662, 6.66240, 2.03551], [-0.46358, 5.40375, 1.38467], [-0.57927, 4.38739, 0.86840], [-3.77733, 7.73256, 1.88213], [-2.97288, 6.21720, 1.49804], [-2.51088, 7.73087, 0.66017], [-1.89721, 6.88431, 3.51224], [-1.40516, 8.24584, 2.95767], [0.24063, 6.43321, 2.93761], [0.23760, 7.38325, 1.44380], [-0.02262, 3.37144, -3.79594], [0.74006, 4.33525, -2.87367], [0.14687, 5.75108, -2.69738], [1.00044, 6.77397, -2.02306], [1.64302, 7.57252, -1.53749], [-1.10033, 3.28219, -3.65937], [0.43142, 2.38074, -3.81729], [0.07681, 3.63939, -4.84781], [1.72916, 4.47460, -3.31000], [1.01449, 3.99085, -1.87659], [-0.76336, 5.67547, -2.10250], [-0.18703, 6.10813, -3.67161]]}

*B*
{"formula": "C28H49N7", "method": "ωB97M-V/def2-TZVPD", "gap_ev": 11.38, "smiles": "CCCC#N.CCCC#N.CCCC#N.CCCC#N.CCCC#N.CCCC#N.CCCC#N", "elements": ["C", "C", "C", "C", "N", "H", "H", "H", "H", "H", "H", "H", "C", "C", "C", "C", "N", "H", "H", "H", "H", "H", "H", "H", "C", "C", "C", "C", "N", "H", "H", "H", "H", "H", "H", "H", "C", "C", "C", "C", "N", "H", "H", "H", "H", "H", "H", "H", "C", "C", "C", "C", "N", "H", "H", "H", "H", "H", "H", "H", "C", "C", "C", "C", "N", "H", "H", "H", "H", "H", "H", "H", "C", "C", "C", "C", "N", "H", "H", "H", "H", "H", "H", "H"], "positions_angstrom": [[-3.86922, 0.40159, -1.76268], [-4.18520, 1.36674, -2.91896], [-5.72794, 1.58975, -2.98079], [-6.31518, 2.26427, -1.81758], [-6.76284, 2.86986, -0.95771], [-4.47428, -0.50494, -1.77659], [-4.21348, 0.89930, -0.85610], [-2.81531, 0.13029, -1.70121], [-3.83788, 0.99780, -3.88402], [-3.91799, 2.40079, -2.70114], [-6.22046, 0.62480, -3.10076], [-5.94022, 2.26151, -3.81252], [-11.92353, -0.66113, -4.59377], [-10.65442, -0.15741, -3.74204], [-9.28635, -0.13121, -4.43038], [-9.18009, 0.53795, -5.73966], [-9.13165, 0.99772, -6.75409], [-12.00767, -0.20330, -5.57937], [-12.79855, -0.41922, -3.99051], [-11.96928, -1.73948, -4.74599], [-10.70378, -0.77358, -2.84426], [-10.96316, 0.86260, -3.51323], [-8.93677, -1.16189, -4.49019], [-8.50157, 0.32280, -3.82533], [-4.03717, -4.02736, -6.80903], [-3.87302, -3.95171, -5.28351], [-3.57808, -2.52465, -4.87295], [-4.42644, -1.40082, -5.42739], [-5.10592, -0.59185, -5.86502], [-4.90330, -3.47192, -7.16876], [-4.33569, -5.06028, -6.98806], [-3.13388, -3.80376, -7.37663], [-3.03849, -4.59022, -4.99373], [-4.71037, -4.35451, -4.71370], [-2.58201, -2.25264, -5.22217], [-3.55186, -2.45229, -3.78567], [-7.80277, 7.64546, 0.37231], [-8.24939, 6.27480, -0.14602], [-9.15956, 5.54310, 0.81764], [-10.31201, 6.27442, 1.30987], [-11.27856, 6.73924, 1.75798], [-7.25922, 8.28323, -0.32476], [-7.23147, 7.53605, 1.29412], [-8.63157, 8.26866, 0.70820], [-7.36665, 5.64468, -0.25475], [-8.61358, 6.49164, -1.15023], [-8.58610, 5.08983, 1.62622], [-9.48029, 4.62901, 0.31797], [-2.42409, 3.24844, -5.79635], [-3.40993, 4.01780, -6.70957], [-4.52982, 3.10985, -7.26942], [-5.17180, 3.50032, -8.47495], [-5.68931, 3.79196, -9.45895], [-1.67762, 4.02250, -5.61832], [-1.98225, 2.38767, -6.29831], [-2.88324, 3.01860, -4.83486], [-2.86428, 4.55209, -7.48733], [-3.95384, 4.77588, -6.14604], [-5.31838, 3.03774, -6.52037], [-4.12099, 2.14352, -7.56466], [-4.95678, 9.44828, -3.90886], [-4.28478, 8.23942, -3.06742], [-4.91215, 6.88278, -3.24325], [-4.46942, 5.82487, -2.31540], [-4.15235, 5.04177, -1.59076], [-6.04302, 9.36305, -3.93898], [-4.68513, 9.26359, -4.94818], [-4.61273, 10.43707, -3.60548], [-4.39511, 8.50848, -2.01693], [-3.21546, 8.19865, -3.27477], [-4.95931, 6.49063, -4.25917], [-6.00044, 6.92286, -3.19736], [0.26748, 4.50271, 0.52664], [0.45933, 5.63192, -0.40407], [-0.63321, 5.55147, -1.60200], [-0.94142, 4.23525, -2.09219], [-1.13935, 3.18223, -2.48716], [-0.75139, 4.34708, 0.88129], [0.99340, 4.46440, 1.33885], [0.39978, 3.60119, -0.07157], [1.41088, 5.72478, -0.92757], [0.40921, 6.51157, 0.23764], [-0.35024, 6.23665, -2.40110], [-1.53784, 6.02912, -1.22572]]}

*C*
{"formula": "C28H49N7", "method": "ωB97M-V/def2-TZVPD", "gap_ev": 11.61, "smiles": "CCCC#N.CCCC#N.CCCC#N.CCCC#N.CCCC#N.CCCC#N.CCCC#N", "elements": ["C", "C", "C", "C", "N", "H", "H", "H", "H", "H", "H", "H", "C", "C", "C", "C", "N", "H", "H", "H", "H", "H", "H", "H", "C", "C", "C", "C", "N", "H", "H", "H", "H", "H", "H", "H", "C", "C", "C", "C", "N", "H", "H", "H", "H", "H", "H", "H", "C", "C", "C", "C", "N", "H", "H", "H", "H", "H", "H", "H", "C", "C", "C", "C", "N", "H", "H", "H", "H", "H", "H", "H", "C", "C", "C", "C", "N", "H", "H", "H", "H", "H", "H", "H"], "positions_angstrom": [[-1.37913, -1.99981, 3.47059], [-2.68417, -1.24482, 3.20310], [-3.71703, -2.04363, 2.38527], [-3.14922, -2.49630, 1.11565], [-2.64971, -2.83307, 0.13847], [-0.73437, -1.40249, 4.11282], [-0.84089, -2.27277, 2.56331], [-1.61170, -2.93179, 3.99378], [-2.47241, -0.28386, 2.72997], [-3.13742, -1.04456, 4.17595], [-4.62565, -1.46871, 2.23600], [-3.91432, -2.93008, 2.99336], [0.56292, 1.32708, 1.51615], [0.27333, 0.05901, 0.70934], [-0.63102, 0.29701, -0.50498], [-2.00472, 0.60684, -0.10010], [-3.08853, 0.83077, 0.21425], [-0.27643, 1.67821, 2.11916], [0.97357, 2.11904, 0.89006], [1.30987, 1.08801, 2.27887], [-0.28046, -0.63242, 1.34595], [1.20453, -0.39869, 0.38439], [-0.64207, -0.63080, -1.07764], [-0.29681, 1.15401, -1.09079], [3.65795, 2.97283, -1.00815], [2.72825, 2.72066, -2.19746], [3.22257, 3.36459, -3.50711], [3.33087, 4.81735, -3.35579], [3.46326, 5.95057, -3.22668], [4.59975, 2.44847, -1.15375], [3.14632, 2.59677, -0.12023], [3.83706, 4.03447, -0.84017], [1.73106, 3.13800, -2.04992], [2.65250, 1.64397, -2.35383], [2.47399, 3.22015, -4.29091], [4.20076, 3.06312, -3.88613], [2.69312, -3.83619, 0.20195], [1.18949, -3.52935, 0.26686], [0.30842, -4.76452, 0.01281], [0.52702, -5.46136, -1.25187], [0.67378, -5.98658, -2.25670], [2.87165, -4.63463, 0.92411], [3.27072, -2.94880, 0.44939], [2.97585, -4.17647, -0.79349], [0.91657, -2.79382, -0.49362], [0.96087, -3.13939, 1.25802], [-0.73920, -4.45325, 0.05521], [0.41173, -5.47282, 0.83946], [-1.13693, 2.89404, -3.48122], [-1.56466, 3.88682, -2.38615], [-3.00314, 3.69645, -1.93786], [-4.01061, 3.82032, -3.00295], [-4.82029, 3.91717, -3.80834], [-0.29960, 3.27246, -4.06514], [-1.96305, 2.73806, -4.17745], [-0.86244, 1.93720, -3.04105], [-1.37424, 4.91966, -2.68098], [-0.93961, 3.72390, -1.50247], [-3.29694, 4.33619, -1.10714], [-3.12400, 2.66269, -1.59743], [1.23197, 0.97967, 7.43581], [2.18831, 1.68336, 6.47593], [1.95647, 1.25535, 5.03158], [2.29554, -0.13818, 4.69212], [2.55586, -1.20865, 4.36424], [1.33872, -0.10557, 7.45359], [0.21147, 1.19719, 7.10623], [1.31241, 1.33379, 8.46254], [3.23310, 1.53347, 6.75045], [1.99732, 2.75529, 6.53792], [2.52408, 1.87957, 4.34034], [0.89231, 1.32739, 4.78817], [-2.34624, -1.32637, -4.68717], [-2.04797, -2.72579, -4.15990], [-0.59424, -3.17215, -4.36543], [0.35603, -2.27567, -3.70930], [1.09508, -1.56985, -3.18396], [-1.83004, -0.54505, -4.12776], [-3.42170, -1.16588, -4.59660], [-2.07135, -1.20609, -5.73622], [-2.69747, -3.45068, -4.65314], [-2.28796, -2.79498, -3.09662], [-0.30688, -3.21261, -5.41764], [-0.48181, -4.17246, -3.94198]]}

Quick look at relative energies in hartree: *A* 0.1027; *B* 0.0940; *C* 0.0000.

*A*
{"formula": "C5H12NO", "method": "ωB97M-V/def2-TZVPD", "gap_ev": 6.20, "total_charge": -1, "elements": ["C", "O", "C", "C", "C", "C", "N", "H", "H", "H", "H", "H", "H", "H", "H", "H", "H", "H", "H"], "positions_angstrom": [[-2.92215, 0.27459, -0.33534], [-3.73992, -0.74024, -0.18352], [-1.43769, 0.00472, 0.13735], [-0.59787, 1.25355, 0.47488], [0.89427, 1.10226, 0.61183], [2.80345, -1.78019, -0.35744], [1.75338, 1.30711, -0.37453], [-3.25570, 1.19559, 0.24479], [-2.74104, 0.68720, -1.38439], [-1.46213, -0.61854, 1.04206], [-0.94234, -0.64574, -0.61123], [-1.01504, 1.65963, 1.40828], [-0.83764, 2.04904, -0.22751], [1.23346, 0.92233, 1.64410], [1.02413, 0.35327, -0.45739], [1.97813, -1.45800, -0.99211], [2.94448, -1.01860, 0.40261], [3.61644, -1.76788, -1.09944], [2.70377, -2.78010, 0.05701]]}

*B*
{"formula": "C5H12NO", "method": "ωB97M-V/def2-TZVPD", "gap_ev": 6.63, "total_charge": -1, "smiles": "CC(C)[C@@H](N)C[O-]", "elements": ["C", "O", "C", "C", "C", "C", "N", "H", "H", "H", "H", "H", "H", "H", "H", "H", "H", "H", "H"], "positions_angstrom": [[-1.89863, -0.39265, 0.76191], [-1.52364, 0.17335, 1.89929], [-0.80260, 0.00315, -0.44669], [0.41251, 0.73282, 0.18606], [1.16288, -0.15426, 1.19392], [1.39485, 1.12251, -0.97542], [-0.38004, -1.18683, -1.26934], [-2.87699, -0.11316, 0.21920], [-1.86314, -1.52665, 0.69265], [-1.27046, 0.66355, -1.16291], [0.16058, 1.66300, 0.73865], [0.46987, -0.60185, 1.89414], [1.91898, 0.44767, 1.73608], [1.66528, -0.89604, 0.53491], [0.86633, 1.44445, -1.85308], [2.15980, 1.83370, -0.65707], [1.98274, 0.20715, -1.19343], [-0.33226, -1.91383, -0.54512], [-1.24606, -1.50609, -1.75374]]}

*C*
{"formula": "C5H12NO", "method": "ωB97M-V/def2-TZVPD", "gap_ev": 5.68, "total_charge": -1, "elements": ["C", "N", "C", "C", "C", "O", "C", "H", "H", "H", "H", "H", "H", "H", "H", "H", "H", "H", "H"], "positions_angstrom": [[0.20752, 1.68748, -0.49810], [-1.12268, 1.17537, -0.55954], [-1.27799, -0.24156, -0.54085], [-0.34235, -1.05297, 0.41899], [0.56063, -1.99969, -0.32422], [1.32310, -2.87124, 0.11540], [0.80301, 1.98161, 0.94718], [0.17991, 2.58887, -1.11147], [0.90387, 0.94568, -0.96207], [-2.02623, 2.98572, 1.04379], [-1.18395, -0.73712, -1.56253], [-2.29322, -0.47303, -0.15388], [-0.59807, -1.29093, 1.43935], [0.77555, -0.81547, 0.31220], [0.18781, -2.16759, -1.34043], [-1.86553, 3.72753, 1.14580], [1.85624, 1.87454, 1.21183], [0.14391, 1.34090, 1.54045], [0.45491, 2.99531, 1.16142]]}

Quick look at relative energies in hartree: *A* 0.1165; *B* 0.0000; *C* 0.1376.